{"formula": "CH2NO2S2", "method": "wB97M-V/def2-TZVPD", "total_charge": -1, "homo_lumo_gap_ev": 7.183, "energy_ev": -28324.7722, "multiplicity": 1, "symbols": ["N", "C", "S", "S", "O", "O", "H", "H"], "xyz": [[-0.113, 0.257, 0.146], [1.426, 0.760, -0.135], [1.880, 2.327, 0.116], [2.631, -0.735, -0.449], [3.462, -0.277, 0.705], [1.804, -1.898, -0.175], [-0.157, 0.462, 1.125], [-0.288, -0.731, -0.011]], "nbo_charge": [-0.89, -0.17, -0.10, 1.49, -1.03, -1.04, 0.36, 0.38]}


{"formula": "C77H190N14O17", "method": "wB97M-V/def2-TZVPD", "total_charge": 0, "homo_lumo_gap_ev": 8.185, "energy_ev": -138583.3648, "multiplicity": 1, "symbols": ["C", "C", "C", "O", "C", "N", "H", "H", "H", "H", "H", "H", "H", "H", "H", "H", "H", "C", "C", "C", "O", "C", "N", "H", "H", "H", "H", "H", "H", "H", "H", "H", "H", "H", "C", "C", "C", "O", "C", "N", "H", "H", "H", "H", "H", "H", "H", "H", "H", "H", "H", "C", "C", "C", "O", "C", "N", "H", "H", "H", "H", "H", "H", "H", "H", "H", "H", "H", "C", "C", "C", "O", "C", "N", "H", "H", "H", "H", "H", "H", "H", "H", "H", "H", "H", "C", "C", "C", "O", "C", "N", "H", "H", "H", "H", "H", "H", "H", "H", "H", "H", "H", "C", "C", "C", "O", "C", "N", "H", "H", "H", "H", "H", "H", "H", "H", "H", "H", "H", "C", "C", "C", "O", "C", "N", "H", "H", "H", "H", "H", "H", "H", "H", "H", "H", "H", "C", "C", "C", "C", "C", "C", "N", "O", "C", "C", "C", "H", "H", "H", "H", "H", "H", "H", "H", "H", "H", "H", "H", "H", "H", "H", "H", "H", "H", "H", "C", "C", "C", "C", "C", "C", "N", "O", "C", "C", "C", "H", "H", "H", "H", "H", "H", "H", "H", "H", "H", "H", "H", "H", "H", "H", "H", "H", "H", "H", "C", "C", "C", "C", "C", "C", "N", "O", "C", "C", "C", "H", "H", "H", "H", "H", "H", "H", "H", "H", "H", "H", "H", "H", "H", "H", "H", "H", "H", "H", "C", "O", "C", "C", "N", "C", "C", "O", "C", "H", "H", "H", "H", "H", "H", "H", "H", "H", "H", "H", "H", "H", "H", "H", "C", "O", "C", "C", "N", "C", "C", "O", "C", "H", "H", "H", "H", "H", "H", "H", "H", "H", "H", "H", "H", "H", "H", "H", "C", "O", "C", "C", "N", "C", "C", "O", "C", "H", "H", "H", "H", "H", "H", "H", "H", "H", "H", "H", "H", "H", "H", "H"], "xyz": [[-29.753, -10.962, 1.288], [-29.989, -11.670, -0.015], [-28.744, -11.949, -0.918], [-29.109, -12.447, -2.122], [-27.973, -12.800, -2.926], [-30.770, -12.919, 0.196], [-30.641, -10.528, 1.746], [-29.153, -10.076, 1.082], [-29.276, -11.608, 2.025], [-30.664, -10.991, -0.534], [-28.174, -12.628, -0.284], [-28.140, -11.062, -1.109], [-27.757, -11.894, -3.492], [-28.257, -13.629, -3.575], [-27.110, -13.004, -2.292], [-30.243, -13.572, 0.757], [-30.908, -13.413, -0.674], [-34.666, -4.105, -7.679], [-33.974, -5.443, -7.985], [-34.417, -6.506, -6.987], [-33.898, -6.100, -5.686], [-34.352, -6.879, -4.612], [-34.376, -5.797, -9.326], [-34.702, -3.772, -6.641], [-35.719, -4.201, -7.946], [-34.350, -3.266, -8.298], [-32.891, -5.363, -7.884], [-34.015, -7.471, -7.295], [-35.500, -6.627, -6.990], [-35.413, -6.730, -4.413], [-33.785, -6.729, -3.693], [-34.257, -7.954, -4.769], [-33.878, -6.594, -9.696], [-34.031, -4.960, -9.773], [-29.236, -5.081, 3.419], [-28.804, -5.159, 1.950], [-27.638, -4.302, 1.430], [-28.081, -3.659, 0.231], [-27.043, -2.956, -0.431], [-28.438, -6.571, 1.740], [-28.386, -5.502, 3.955], [-30.137, -5.674, 3.575], [-29.558, -4.058, 3.615], [-29.664, -4.941, 1.316], [-26.748, -4.900, 1.233], [-27.481, -3.496, 2.147], [-27.472, -2.233, -1.125], [-26.439, -3.472, -1.177], [-26.408, -2.341, 0.207], [-28.153, -6.606, 0.772], [-29.365, -6.970, 1.732], [-36.727, -8.256, -1.643], [-36.642, -9.594, -2.322], [-37.888, -9.970, -3.220], [-39.075, -10.302, -2.404], [-39.037, -11.612, -1.837], [-35.501, -9.547, -3.217], [-37.027, -7.390, -2.234], [-35.791, -8.075, -1.115], [-37.481, -8.312, -0.858], [-36.450, -10.407, -1.622], [-37.817, -10.773, -3.953], [-38.118, -9.062, -3.778], [-39.825, -11.701, -1.090], [-38.156, -11.753, -1.211], [-39.201, -12.396, -2.577], [-34.640, -9.497, -2.692], [-35.382, -10.313, -3.865], [-32.494, -2.770, 7.347], [-33.895, -2.289, 6.885], [-34.313, -2.702, 5.419], [-33.438, -2.126, 4.444], [-33.665, -2.650, 3.172], [-34.839, -2.814, 7.845], [-31.863, -2.254, 6.624], [-32.391, -3.833, 7.132], [-32.204, -2.589, 8.382], [-33.981, -1.203, 6.883], [-35.318, -2.386, 5.141], [-34.424, -3.780, 5.301], [-33.094, -2.131, 2.402], [-34.722, -2.493, 2.955], [-33.573, -3.736, 3.173], [-34.536, -2.624, 8.789], [-35.699, -2.310, 7.684], [-33.790, -10.762, -6.435], [-34.914, -11.837, -6.200], [-34.819, -13.013, -7.120], [-35.141, -12.565, -8.412], [-35.060, -13.596, -9.353], [-34.928, -12.184, -4.780], [-33.966, -9.847, -5.869], [-33.762, -10.578, -7.509], [-32.801, -11.183, -6.256], [-35.821, -11.252, -6.352], [-35.496, -13.806, -6.805], [-33.821, -13.429, -6.980], [-35.304, -13.125, -10.305], [-35.772, -14.388, -9.123], [-34.071, -14.049, -9.422], [-35.821, -12.649, -4.710], [-34.245, -12.925, -4.711], [-36.517, -6.362, 3.661], [-37.061, -5.040, 4.343], [-37.576, -3.989, 3.317], [-37.827, -2.692, 3.755], [-38.327, -1.817, 2.712], [-38.130, -5.395, 5.266], [-36.440, -7.191, 4.365], [-35.513, -6.214, 3.263], [-37.162, -6.713, 2.856], [-36.191, -4.678, 4.890], [-38.492, -4.303, 2.815], [-36.778, -3.849, 2.587], [-38.502, -0.855, 3.192], [-39.264, -2.141, 2.260], [-37.589, -1.845, 1.910], [-38.746, -6.041, 4.793], [-38.649, -4.531, 5.333], [-39.258, -6.243, 0.240], [-40.442, -5.312, 0.433], [-40.925, -4.624, -0.842], [-39.967, -3.651, -1.255], [-39.848, -3.535, -2.646], [-41.484, -6.124, 1.099], [-38.329, -5.747, -0.043], [-39.364, -7.032, -0.505], [-39.151, -6.707, 1.220], [-40.133, -4.479, 1.065], [-41.862, -4.131, -0.582], [-41.202, -5.299, -1.652], [-39.068, -2.814, -2.891], [-40.796, -3.209, -3.073], [-39.535, -4.486, -3.076], [-42.245, -5.559, 1.449], [-42.005, -6.792, 0.549], [-31.599, -7.263, 5.398], [-30.813, -8.550, 5.885], [-29.866, -7.996, 7.079], [-29.238, -9.135, 7.899], [-30.344, -10.151, 8.364], [-31.415, -10.645, 7.308], [-31.796, -9.516, 6.415], [-32.726, -9.933, 5.548], [-30.737, -11.824, 6.486], [-32.687, -11.134, 8.147], [-30.071, -9.118, 4.690], [-32.508, -7.069, 5.968], [-31.768, -7.227, 4.322], [-30.934, -6.406, 5.504], [-29.116, -7.312, 6.680], [-30.456, -7.362, 7.740], [-28.707, -8.783, 8.783], [-28.457, -9.541, 7.256], [-30.812, -9.775, 9.273], [-29.770, -11.001, 8.733], [-31.127, -11.960, 5.477], [-29.648, -11.789, 6.438], [-30.902, -12.747, 7.041], [-32.214, -11.614, 9.004], [-33.235, -10.313, 8.608], [-33.305, -11.900, 7.678], [-29.600, -10.059, 4.975], [-29.317, -8.449, 4.275], [-30.742, -9.412, 3.883], [-33.501, -9.487, 5.898], [-30.168, -9.307, -7.651], [-29.420, -8.263, -6.832], [-29.329, -8.629, -5.336], [-28.158, -9.523, -4.931], [-26.868, -8.990, -5.572], [-26.921, -8.795, -7.081], [-28.066, -7.920, -7.357], [-28.063, -7.374, -8.639], [-25.591, -8.089, -7.490], [-26.923, -10.194, -7.718], [-30.293, -7.015, -6.885], [-29.723, -10.300, -7.591], [-30.230, -9.005, -8.696], [-31.206, -9.339, -7.319], [-29.457, -7.804, -4.635], [-30.248, -9.185, -5.149], [-28.391, -10.549, -5.215], [-28.013, -9.611, -3.854], [-25.960, -9.516, -5.277], [-26.649, -8.040, -5.085], [-24.666, -8.505, -7.091], [-25.398, -7.993, -8.558], [-25.567, -7.042, -7.190], [-27.399, -10.948, -7.090], [-27.334, -10.150, -8.727], [-25.905, -10.577, -7.785], [-31.337, -7.210, -6.639], [-30.316, -6.633, -7.906], [-29.962, -6.272, -6.160], [-27.513, -6.606, -8.467], [-34.657, -13.592, 4.005], [-34.788, -13.877, 2.467], [-36.204, -14.085, 2.065], [-37.000, -12.763, 1.961], [-36.354, -11.761, 1.039], [-34.930, -11.500, 1.518], [-34.224, -12.809, 1.608], [-32.907, -12.590, 1.887], [-34.174, -10.712, 0.389], [-34.944, -10.603, 2.834], [-34.079, -15.250, 2.134], [-34.908, -14.421, 4.667], [-35.414, -12.819, 4.138], [-33.728, -13.080, 4.256], [-36.356, -14.641, 1.141], [-36.717, -14.688, 2.815], [-37.368, -12.392, 2.918], [-37.917, -13.074, 1.461], [-36.841, -10.787, 1.075], [-36.350, -12.155, 0.023], [-34.607, -9.806, -0.037], [-33.138, -10.505, 0.659], [-34.082, -11.405, -0.448], [-35.174, -9.577, 2.547], [-35.729, -10.872, 3.542], [-34.023, -10.655, 3.414], [-34.332, -16.052, 2.828], [-32.989, -15.247, 2.136], [-34.253, -15.605, 1.118], [-32.409, -12.708, 1.075], [-32.196, -10.671, -3.265], [-32.483, -9.643, -2.333], [-31.643, -8.448, -2.479], [-31.972, -7.497, -1.347], [-31.566, -8.010, -0.046], [-31.982, -7.146, 1.117], [-33.400, -6.823, 1.340], [-33.964, -6.119, 0.299], [-35.268, -5.589, 0.509], [-32.831, -11.520, -3.010], [-31.174, -11.015, -3.105], [-32.432, -10.265, -4.249], [-31.816, -7.981, -3.449], [-30.585, -8.694, -2.395], [-33.059, -7.444, -1.274], [-31.542, -6.525, -1.586], [-32.012, -8.906, 0.091], [-31.473, -6.182, 1.119], [-31.628, -7.655, 2.014], [-33.516, -6.377, 2.328], [-33.983, -7.737, 1.453], [-35.624, -5.193, -0.442], [-35.354, -4.715, 1.154], [-35.974, -6.362, 0.811], [-21.762, -9.944, -2.545], [-22.495, -8.821, -3.075], [-23.862, -9.049, -3.446], [-24.814, -9.630, -2.278], [-24.715, -8.860, -1.066], [-25.476, -7.566, -1.166], [-27.006, -7.656, -1.550], [-27.538, -6.343, -1.467], [-28.945, -6.301, -1.540], [-22.216, -10.314, -1.625], [-20.706, -9.700, -2.430], [-21.889, -10.854, -3.131], [-23.806, -9.748, -4.281], [-24.263, -8.106, -3.818], [-24.453, -10.577, -1.876], [-25.861, -9.824, -2.511], [-23.749, -8.606, -0.915], [-25.028, -6.855, -1.860], [-25.313, -7.079, -0.205], [-27.398, -8.303, -0.765], [-27.072, -8.010, -2.579], [-29.328, -5.299, -1.345], [-29.468, -6.889, -0.786], [-29.233, -6.589, -2.551], [-31.586, 1.629, 0.157], [-32.708, 1.165, -0.571], [-33.965, 1.258, 0.168], [-35.205, 0.839, -0.658], [-35.155, -0.593, -1.021], [-36.076, -1.006, -2.051], [-35.891, -2.485, -2.393], [-36.447, -2.791, -3.717], [-36.340, -4.152, -4.144], [-31.738, 2.662, 0.471], [-30.683, 1.627, -0.454], [-31.293, 0.996, 0.995], [-34.203, 2.246, 0.560], [-33.979, 0.687, 1.096], [-35.191, 1.502, -1.523], [-36.074, 1.050, -0.035], [-34.270, -0.753, -1.480], [-35.969, -0.397, -2.949], [-37.081, -0.915, -1.640], [-36.417, -2.986, -1.580], [-34.838, -2.768, -2.395], [-35.363, -4.537, -3.850], [-36.440, -4.223, -5.227], [-37.108, -4.822, -3.759]], "lowdin_charge": [-0.06, -0.38, -0.25, -0.19, -0.05, 0.06, 0.06, 0.08, 0.09, 0.11, 0.13, 0.12, 0.06, 0.09, 0.09, 0.09, 0.08, -0.06, -0.45, -0.17, -0.19, -0.14, 0.04, 0.06, 0.08, 0.07, 0.13, 0.11, 0.13, 0.07, 0.08, 0.05, 0.07, 0.07, -0.05, -0.42, -0.16, -0.20, -0.12, 0.06, 0.09, 0.04, 0.08, 0.11, 0.12, 0.12, 0.08, 0.08, 0.08, 0.03, 0.04, -0.05, -0.41, -0.12, -0.21, -0.11, 0.06, 0.08, 0.06, 0.06, 0.10, 0.11, 0.12, 0.09, 0.05, 0.08, 0.05, 0.03, -0.05, -0.42, -0.18, -0.18, -0.11, 0.02, 0.07, 0.07, 0.07, 0.13, 0.11, 0.10, 0.09, 0.07, 0.08, 0.07, 0.07, -0.05, -0.42, -0.23, -0.17, -0.11, 0.04, 0.05, 0.07, 0.07, 0.14, 0.13, 0.13, 0.09, 0.09, 0.09, 0.08, 0.08, -0.04, -0.38, -0.22, -0.21, -0.06, 0.04, 0.08, 0.04, 0.06, 0.10, 0.11, 0.09, 0.09, 0.08, 0.08, 0.07, 0.06, -0.07, -0.42, -0.20, -0.19, -0.11, 0.04, 0.07, 0.07, 0.07, 0.12, 0.12, 0.12, 0.08, 0.09, 0.08, 0.06, 0.07, -0.03, -0.43, -0.12, -0.17, -0.13, -0.41, -0.18, -0.01, -0.03, -0.02, -0.03, 0.08, 0.05, 0.06, 0.11, 0.11, 0.10, 0.10, 0.11, 0.11, 0.07, 0.07, 0.07, 0.07, 0.08, 0.07, 0.07, 0.08, 0.07, 0.11, -0.02, -0.48, -0.12, -0.17, -0.15, -0.49, -0.11, -0.01, -0.04, -0.03, -0.04, 0.08, 0.09, 0.07, 0.10, 0.10, 0.09, 0.08, 0.10, 0.12, 0.08, 0.08, 0.08, 0.07, 0.09, 0.08, 0.07, 0.08, 0.09, 0.10, -0.01, -0.48, -0.15, -0.18, -0.16, -0.44, -0.11, -0.05, -0.02, -0.01, -0.03, 0.08, 0.05, 0.07, 0.12, 0.12, 0.11, 0.10, 0.12, 0.11, 0.07, 0.06, 0.08, 0.06, 0.06, 0.07, 0.08, 0.07, 0.07, 0.03, -0.09, -0.23, -0.18, -0.21, -0.01, -0.17, -0.27, -0.17, -0.09, 0.08, 0.08, 0.06, 0.11, 0.11, 0.10, 0.12, 0.07, 0.11, 0.10, 0.11, 0.11, 0.08, 0.07, 0.07, -0.09, -0.20, -0.18, -0.20, -0.06, -0.16, -0.19, -0.20, -0.12, 0.07, 0.09, 0.08, 0.10, 0.11, 0.10, 0.09, 0.09, 0.11, 0.11, 0.12, 0.09, 0.09, 0.06, 0.08, -0.12, -0.18, -0.20, -0.19, -0.07, -0.23, -0.18, -0.20, -0.10, 0.08, 0.08, 0.08, 0.11, 0.11, 0.11, 0.12, 0.10, 0.12, 0.12, 0.11, 0.12, 0.07, 0.08, 0.07]}